This record from OMol25 describes a cluster of 2 separate species, C36H53BClN3O5 in total in a non-equilibrium geometry. The level of theory is ωB97M-V/def2-TZVPD.

Calculated values
* structure (SMILES): CCCCCCCCCCCCc1c(B(O)N(C)C)c(CC(=O)N(C)C)c(OCCC)c2c1C(=O)C(Cl)=CC2=O.c1ccncc1
* calculated total energy: -2428.265733 a.u.
* F_max: 8.5 eV Å⁻¹
* ΔE to the lowest compared entry with this formula, charge and spin: 2151.57 kJ/mol
* lowest unoccupied orbital energy: -1.92 eV
* HOMO-LUMO gap: 6.751 eV
* charge: 0

Cartesian coordinates (Å):
C1 -1.9337 -6.2987 1.8798
C2 -3.4844 -5.6892 2.0106
C3 -3.4935 -4.1254 2.5700
C4 -4.3719 -3.1043 1.6150
C5 -3.4871 -1.8419 1.0076
C6 -4.5622 -0.7233 0.4503
C7 -3.8720 0.7129 0.0218
C8 -3.8427 0.7663 -1.6439
C9 -3.4841 2.2731 -2.2305
C10 -1.8637 2.6469 -2.0560
C11 -1.3860 3.6787 -3.2372
C12 0.2406 4.0606 -3.1668
C13 1.0655 3.0824 -2.1065
C14 1.9273 1.7332 -2.5907
B1 2.0073 1.2680 -4.2006
O1 2.6654 2.2003 -5.1377
N1 1.3619 -0.0604 -4.5487
C15 2.0114 -0.7414 -5.7331
C16 -0.1415 0.0494 -4.6819
C17 2.7607 0.7708 -1.5366
C18 3.6545 -0.5437 -1.9369
C19 5.2300 -0.0643 -1.9560
O2 5.4664 1.2770 -1.9644
N2 6.4291 -1.0128 -1.9166
C20 7.4931 -0.3354 -2.7850
C21 6.9770 -0.8751 -0.4955
C22 2.7346 1.1629 0.0891
O3 3.4801 0.2669 1.0345
C23 2.4265 -0.7015 1.4709
C24 2.6352 -1.2476 3.0048
C25 1.4864 -2.4309 3.2530
C26 1.9115 2.4882 0.5929
C27 1.0523 3.4464 -0.4752
C28 0.2415 4.7056 0.1914
O4 -0.3090 5.7360 -0.4686
C29 0.0309 4.7334 1.8503
Cl1 -1.2324 5.9238 2.5946
C30 0.7979 3.8907 2.8085
C31 1.9340 2.8820 2.1913
O5 2.8854 2.4493 3.0649
H1 -1.1328 -5.5977 2.3750
H2 -1.6700 -6.5136 0.7502
H3 -1.8956 -7.3445 2.4294
H4 -4.0706 -5.8097 0.9855
H5 -4.0619 -6.3985 2.7763
H6 -2.4001 -3.7151 2.7983
H7 -4.0560 -4.1677 3.6179
H8 -4.8676 -3.7331 0.7451
H9 -5.2370 -2.6343 2.2900
H10 -2.7050 -1.4042 1.7710
H11 -2.9211 -2.2572 0.0449
H12 -5.4092 -0.5966 1.2766
H13 -5.0739 -1.1967 -0.5179
H14 -4.5305 1.5779 0.4720
H15 -2.7808 0.8283 0.4532
H16 -4.8667 0.3830 -2.0957
H17 -2.9764 0.0216 -1.9642
H18 -4.1098 3.0891 -1.6721
H19 -3.8179 2.2817 -3.3738
H20 -1.3073 1.6178 -2.0358
H21 -1.7624 3.1107 -0.9626
H22 -2.0383 4.6571 -3.1836
H23 -1.5934 3.1413 -4.2821
H24 0.6192 3.9365 -4.2901
H25 0.4114 5.2167 -2.9230
H26 2.4427 1.9963 -6.0973
H27 1.2328 -0.9793 -6.6056
H28 2.3725 -1.8106 -5.3445
H29 2.9572 -0.1985 -6.1619
H30 -0.5175 0.3929 -5.7391
H31 -0.4825 0.9057 -3.9240
H32 -0.6524 -0.9379 -4.2904
H33 3.3038 -1.1142 -2.8964
H34 3.5537 -1.3252 -1.0402
H35 8.3731 -1.0868 -3.0400
H36 8.0023 0.5894 -2.2521
H37 6.9724 0.1014 -3.7634
H38 7.8761 -1.5928 -0.2722
H39 6.0889 -1.1780 0.2333
H40 7.2733 0.2232 -0.2168
H41 1.3783 -0.1479 1.4374
H42 2.3202 -1.6207 0.7334
H43 2.4285 -0.4365 3.8407
H44 3.7255 -1.6443 3.1995
H45 0.4263 -2.1175 2.8032
H46 1.7742 -3.4359 2.6838
H47 1.2980 -2.6127 4.4103
H48 0.6645 3.9290 3.9864
N3 -3.0723 -0.0076 3.5138
C32 -2.0437 0.7244 3.9949
C33 -1.8604 1.0054 5.3394
C34 -2.7895 0.5100 6.2480
C35 -3.8609 -0.2457 5.7829
C36 -3.9573 -0.4767 4.4201
H49 -1.3475 1.0914 3.2464
H50 -1.0139 1.5967 5.6699
H51 -2.6798 0.7107 7.3098
H52 -4.6023 -0.6456 6.4653
H53 -4.7734 -1.0638 4.0084



This record from OMol25 describes a structure of composition C36H53N2NaO6SSb. The level of theory is ωB97M-V/def2-TZVPD.

Calculated values
* calculated total energy: -2765.052118 a.u.
* F_max: 0.7 eV Å⁻¹
* lowest unoccupied orbital energy: -1.53 eV
* HOMO-LUMO gap: 8.672 eV
* charge: +1

Cartesian coordinates (Å):
Na1 0.0832 0.7560 1.3376
C1 3.6729 -0.3859 1.1473
C2 3.2526 0.2134 -0.1813
O1 2.2966 1.2477 -0.0289
C3 2.7913 2.5526 0.2218
C4 2.7373 2.9112 1.6932
O2 1.4526 2.7063 2.2567
C5 0.5629 3.8148 2.2663
C6 -0.3696 3.8476 1.0737
O3 -1.1430 2.6578 1.1154
C7 -2.0306 2.4976 0.0129
C8 -2.8253 1.2434 0.2880
O4 -1.8936 0.1835 0.3915
C9 -2.3860 -1.0148 0.9616
C10 -1.3363 -2.0653 0.7005
O5 -0.1190 -1.6402 1.3061
C11 1.0177 -2.3038 0.7671
C12 2.1496 -2.1524 1.7521
O6 2.5796 -0.8124 1.9472
H1 4.2044 0.3590 1.7388
H2 4.3638 -1.2169 0.9665
H3 2.7786 -0.5329 -0.8188
H4 4.1415 0.5821 -0.7053
H5 2.1681 3.2337 -0.3605
H6 3.8216 2.6602 -0.1353
H7 3.0688 3.9463 1.8311
H8 3.4081 2.2632 2.2565
H9 1.1147 4.7573 2.3297
H10 -0.0419 3.7017 3.1670
H11 0.1802 3.9051 0.1280
H12 -1.0166 4.7292 1.1467
H13 -1.4581 2.3817 -0.9144
H14 -2.7049 3.3554 -0.0748
H15 -3.5375 1.0579 -0.5232
H16 -3.3817 1.3555 1.2270
H17 -3.3298 -1.3141 0.4951
H18 -2.5420 -0.8836 2.0399
H19 -1.1974 -2.1663 -0.3813
H20 -1.6497 -3.0272 1.1177
H21 1.2517 -1.8835 -0.2156
H22 0.8170 -3.3754 0.6469
H23 2.9849 -2.7888 1.4409
H24 1.7977 -2.5005 2.7253
C13 -1.2262 0.9117 7.9633
C14 -1.5435 -0.2409 7.0148
N1 -0.6963 -0.2909 5.8259
C15 0.5723 -1.0017 5.9178
C16 1.7738 -0.1150 6.2448
C17 -0.9985 0.3963 4.6851
C18 -2.3472 1.0697 4.6097
N2 -0.2333 0.5049 3.6551
H25 -1.9677 0.9544 8.7627
H26 -1.2364 1.8666 7.4347
H27 -0.2445 0.7905 8.4219
H28 -2.5861 -0.1911 6.7104
H29 -1.4212 -1.1888 7.5392
H30 0.7424 -1.5229 4.9721
H31 0.4576 -1.7718 6.6797
H32 1.8581 0.7083 5.5334
H33 2.6949 -0.6994 6.2023
H34 1.6884 0.3099 7.2451
H35 -3.1571 0.3380 4.6474
H36 -2.3936 1.6081 3.6659
H37 -2.4968 1.7747 5.4283
H38 0.6674 0.0487 3.7842
S1 0.2154 0.2019 -2.0552
Sb1 -0.1900 -0.6279 -4.1073
C19 -0.0989 0.9749 -5.4849
C20 0.7357 1.0096 -6.5970
C21 0.8411 2.1774 -7.3434
C22 0.1118 3.3009 -6.9857
C23 -0.7307 3.2621 -5.8818
C24 -0.8305 2.1046 -5.1243
C25 1.1722 -2.1987 -4.4886
C26 1.0195 -3.3255 -3.6799
C27 1.9481 -4.3546 -3.7412
C28 3.0375 -4.2576 -4.5978
C29 3.2009 -3.1308 -5.3899
C30 2.2721 -2.0976 -5.3360
C31 -2.0845 -1.5574 -4.1754
C32 -2.2476 -2.8469 -4.6703
C33 -3.4940 -3.4578 -4.5950
C34 -4.5679 -2.7821 -4.0330
C35 -4.4030 -1.4927 -3.5403
C36 -3.1593 -0.8808 -3.6026
H39 1.2878 0.1354 -6.9118
H40 1.4938 2.2040 -8.2067
H41 0.1990 4.2089 -7.5684
H42 -1.3047 4.1368 -5.6042
H43 -1.4638 2.0923 -4.2447
H44 0.1790 -3.4019 -2.9982
H45 1.8230 -5.2301 -3.1167
H46 3.7614 -5.0611 -4.6454
H47 4.0554 -3.0490 -6.0496
H48 2.4261 -1.2216 -5.9495
H49 -1.4171 -3.3780 -5.1205
H50 -3.6239 -4.4618 -4.9785
H51 -5.5373 -3.2608 -3.9794
H52 -5.2427 -0.9649 -3.1053
H53 -3.0249 0.1147 -3.1925



This record from OMol25 describes a cluster of 6 separate species, C36H53O10P in total in a non-equilibrium geometry. The level of theory is ωB97M-V/def2-TZVPD.

Calculated values
* structure (SMILES): Cc1cc(CP(=O)(O)O)c2c(c1)C(=O)c1ccccc1C2=O.C1CCOC1.C1CCOC1.C1CCOC1.C1CCOC1.C1CCOC1
* calculated total energy: -2497.249710 a.u.
* F_max: 3.1 eV Å⁻¹
* lowest unoccupied orbital energy: -0.38 eV
* HOMO-LUMO gap: 8.293 eV
* charge: 0

Cartesian coordinates (Å):
C1 2.3463 -0.9598 3.0689
C2 1.6541 -0.1005 1.9203
C3 2.1801 0.0746 0.5027
C4 1.4768 0.8469 -0.5132
C5 2.0753 0.9366 -1.9425
P1 2.6978 2.6487 -2.4063
O1 2.4560 3.6759 -1.3663
O2 4.3330 2.6084 -2.7682
O3 1.9566 3.0310 -3.8653
C6 0.2131 1.4795 -0.1595
C7 -0.3005 1.3276 1.2196
C8 0.3876 0.5671 2.2494
C9 -1.6803 1.9991 1.5436
O4 -1.9237 2.4821 2.6228
C10 -2.7083 1.9384 0.3643
C11 -4.1442 1.7079 0.5858
C12 -5.0320 1.6267 -0.5933
C13 -4.5501 1.7803 -1.9737
C14 -3.1302 2.0038 -2.2174
C15 -2.2134 2.0801 -1.0176
C16 -0.6640 2.2784 -1.1433
O5 -0.2724 3.0639 -1.9815
H1 1.5650 -1.3761 3.7668
H2 2.8324 -1.8475 2.5694
H3 3.0985 -0.4007 3.6769
H4 3.1417 -0.4469 0.2667
H5 1.3953 0.4832 -2.7233
H6 2.9939 0.2749 -1.9478
H7 4.4459 2.1748 -3.6405
H8 1.0853 2.5855 -3.8633
H9 0.0072 0.4538 3.2868
H10 -4.5694 1.5820 1.6286
H11 -6.1339 1.4669 -0.4758
H12 -5.2429 1.7347 -2.8512
H13 -2.7133 2.1030 -3.2453
C17 -8.4808 2.1119 4.5283
C18 -7.2333 2.5374 5.2781
C19 -6.1313 1.9757 4.3984
O6 -6.6302 1.9842 3.0530
C20 -8.0392 2.2479 3.0824
H14 -9.3607 2.7118 4.7625
H15 -8.7104 1.0660 4.7526
H16 -7.1707 3.6292 5.3043
H17 -7.1888 2.1691 6.3033
H18 -5.8995 0.9388 4.6645
H19 -5.2121 2.5621 4.4515
H20 -8.1979 3.2669 2.7133
H21 -8.5560 1.5528 2.4179
C21 2.0063 -5.2154 -0.7408
C22 3.5130 -5.0723 -0.7668
C23 3.7004 -3.6393 -0.3145
O7 2.6076 -3.3270 0.5719
C24 1.6339 -4.3792 0.4667
H22 1.6653 -6.2485 -0.6649
H23 1.5740 -4.7779 -1.6466
H24 3.9635 -5.7557 -0.0404
H25 3.9565 -5.2712 -1.7425
H26 3.6508 -2.9501 -1.1610
H27 4.6482 -3.4852 0.2063
H28 1.6812 -4.9735 1.3858
H29 0.6363 -3.9427 0.3843
C25 3.1938 -2.9604 -5.5840
C26 4.6996 -3.0484 -5.7449
C27 5.1847 -2.7219 -4.3437
O8 4.1735 -3.1844 -3.4376
C28 2.9950 -3.5151 -4.1850
H30 2.6374 -3.5111 -6.3429
H31 2.8769 -1.9134 -5.6201
H32 4.9851 -4.0703 -6.0108
H33 5.1013 -2.3747 -6.5021
H34 5.2944 -1.6412 -4.2022
H35 6.1359 -3.2016 -4.1064
H36 2.9018 -4.6068 -4.2002
H37 2.1160 -3.0978 -3.6880
C29 -0.6673 -2.2298 -4.0325
C30 -0.7066 -2.3126 -2.5165
C31 -1.6032 -1.1382 -2.1652
O9 -2.5228 -0.9842 -3.2494
C32 -2.0764 -1.7781 -4.3555
H38 -0.3994 -3.1686 -4.5192
H39 0.0528 -1.4654 -4.3439
H40 -1.1764 -3.2503 -2.2047
H41 0.2775 -2.2527 -2.0474
H42 -1.0449 -0.2012 -2.0700
H43 -2.1571 -1.3074 -1.2399
H44 -2.7521 -2.6356 -4.4462
H45 -2.1330 -1.1916 -5.2746
C33 3.2232 4.0788 5.2718
C34 1.8156 4.6080 5.4696
C35 1.0077 3.6967 4.5631
O10 1.6860 2.4327 4.5378
C36 2.9803 2.5868 5.1315
H46 3.9043 4.3241 6.0875
H47 3.6429 4.4782 4.3440
H48 1.5092 4.4675 6.5107
H49 1.7035 5.6636 5.2211
H50 0.9750 4.0812 3.5386
H51 -0.0161 3.5557 4.9135
H52 2.9622 2.0936 6.1102
H53 3.7307 2.0957 4.5081



This record from OMol25 describes a structure of composition C36H54AsGeNO3PbSe2Te2. The level of theory is ωB97M-V/def2-TZVPD.

Calculated values
* calculated total energy: -11528.966960 a.u.
* F_max: 0.5 eV Å⁻¹
* multiplicity: 2
* ΔE to the lowest compared entry with this formula, charge and spin: 20.61 kJ/mol
* lowest unoccupied orbital energy (spin up / spin down): -4.00 / -4.02 eV
* HOMO-LUMO gap (spin up / spin down): 6.072 / 6.443 eV
* charge: +1
* <S²>: 0.763

Cartesian coordinates (Å):
Pb1 -1.7198 -0.5031 0.6163
C1 -2.7702 0.0039 4.9377
C2 -3.3013 -0.8937 3.8269
C3 -2.6266 -2.2490 3.8737
C4 -4.8151 -1.0620 3.9288
O1 -2.9777 -0.2939 2.5546
Ge1 -3.6308 1.4531 2.0654
O2 -3.8334 0.6834 0.3643
C5 -4.4258 1.2900 -0.8031
C6 -3.3029 1.8794 -1.6545
C7 -5.1448 0.1884 -1.5607
C8 -5.4128 2.3796 -0.3925
O3 -1.7720 1.6743 1.5338
C9 -0.8685 2.7600 1.8316
C10 -1.5907 3.8300 2.6419
C11 0.2934 2.1865 2.6318
C12 -0.3773 3.3543 0.5164
H1 -2.9635 -0.4371 5.9171
H2 -1.6904 0.1474 4.8258
H3 -3.2521 0.9852 4.9095
H4 -2.7508 -2.7024 4.8585
H5 -3.0776 -2.9134 3.1356
H6 -1.5535 -2.1671 3.6687
H7 -5.0879 -1.5948 4.8426
H8 -5.3145 -0.0887 3.9460
H9 -5.1836 -1.6225 3.0656
H10 -2.5944 1.0948 -1.9615
H11 -3.7009 2.3419 -2.5620
H12 -2.7519 2.6374 -1.0885
H13 -4.4360 -0.5784 -1.8958
H14 -5.8859 -0.2888 -0.9143
H15 -5.6554 0.5952 -2.4368
H16 -4.9052 3.2064 0.1139
H17 -5.9138 2.7856 -1.2719
H18 -6.1748 1.9773 0.2815
H19 -1.9496 3.4270 3.5931
H20 -0.9150 4.6607 2.8591
H21 -2.4466 4.2248 2.0879
H22 -0.0689 1.7621 3.5744
H23 0.7906 1.3923 2.0632
H24 1.0342 2.9585 2.8602
H25 -1.1744 3.9169 0.0213
H26 0.4643 4.0299 0.6859
H27 -0.0512 2.5615 -0.1569
Se1 -4.4999 -2.8474 -0.1938
Te1 -3.3902 -4.7765 0.5996
Te2 -1.3723 -5.3997 -1.1367
Se2 -0.9967 -3.9568 0.9337
C13 -0.8716 0.6644 -6.4387
C14 -0.2526 0.5005 -5.0739
C15 0.6341 1.4433 -4.5641
C16 1.2082 1.3105 -3.3063
C17 2.1503 2.3951 -2.8216
C18 0.8909 0.1722 -2.5382
As1 1.7468 0.1919 -0.8067
N1 0.9367 -0.9749 0.2677
C19 1.6150 -1.6253 1.3113
C20 1.1467 -1.4620 2.6240
C21 1.7237 -2.1533 3.6783
C22 2.7738 -3.0332 3.4432
C23 3.2397 -3.2132 2.1457
C24 2.6750 -2.5151 1.0874
C25 3.6259 -0.2323 -0.9882
C26 4.5074 0.4833 -0.1700
C27 4.0819 1.5538 0.8147
C28 5.8673 0.1800 -0.2404
C29 6.3611 -0.7944 -1.0917
C30 7.8341 -1.1079 -1.1576
C31 5.4566 -1.4917 -1.8927
C32 4.0959 -1.2400 -1.8554
C33 3.1903 -2.0741 -2.7308
C34 -0.0011 -0.7972 -3.0263
C35 -0.3916 -2.0668 -2.2960
C36 -0.5514 -0.6049 -4.2906
H28 -0.5389 1.5837 -6.9187
H29 -1.9613 0.6914 -6.3700
H30 -0.6080 -0.1727 -7.0888
H31 0.8869 2.3127 -5.1636
H32 2.2878 3.1498 -3.5939
H33 3.1384 2.0038 -2.5697
H34 1.7562 2.8989 -1.9358
H35 0.3457 -0.7511 2.8191
H36 1.3552 -2.0020 4.6863
H37 3.2240 -3.5752 4.2655
H38 4.0517 -3.9047 1.9534
H39 3.0289 -2.6776 0.0780
H40 3.0998 1.9696 0.6025
H41 4.7971 2.3759 0.8064
H42 4.0549 1.1523 1.8315
H43 6.5567 0.7299 0.3944
H44 8.4053 -0.4818 -0.4725
H45 8.2206 -0.9482 -2.1672
H46 8.0210 -2.1533 -0.9003
H47 5.8265 -2.2680 -2.5587
H48 3.7088 -2.9742 -3.0587
H49 2.8775 -1.5244 -3.6197
H50 2.2850 -2.3817 -2.2078
H51 0.2586 -2.2923 -1.4551
H52 -0.3752 -2.9119 -2.9830
H53 -1.4186 -2.0100 -1.9181
H54 -1.2338 -1.3601 -4.6762